1.
{
  "formula": "C6H12N",
  "method": "wB97M-V/def2-TZVPD",
  "elements": ["C", "N", "C", "C", "C", "C", "C", "H", "H", "H", "H", "H", "H", "H", "H", "H", "H", "H", "H"],
  "xyz": [[-2.457, 0.033, 0.394], [-1.374, -0.409, -0.508], [-0.141, -0.797, 0.202], [1.093, -1.045, -0.612], [2.097, -0.805, 0.486], [1.117, 0.250, 0.112], [1.151, 1.701, -0.157], [-2.751, -0.786, 1.048], [-2.109, 0.862, 1.007], [-3.324, 0.353, -0.180], [-1.134, 0.351, -1.158], [-1.709, -1.201, -1.071], [-0.332, -1.340, 1.117], [1.219, -1.424, -1.603], [2.000, -1.336, 1.424], [3.119, -0.648, 0.175], [0.352, 2.024, -0.823], [2.101, 1.951, -0.628], [1.083, 2.266, 0.772]],
  "charge": 1,
  "smiles": "C[NH2+][C@H]1[C@@H]2C[C@@]21C",
  "homo_energy_ev": -13.8151,
  "e_above_lowest_kj_mol": 208.6,
  "e_lumo_ha": -0.121
}



2.
{
  "formula": "C3H3BrNO2",
  "method": "wB97M-V/def2-TZVPD",
  "elements": ["C", "C", "C", "N", "O", "O", "Br", "H", "H", "H"],
  "xyz": [[2.038, -0.294, 0.177], [-1.911, 0.654, -0.881], [0.808, -0.846, 0.673], [3.028, 0.083, -0.249], [-1.212, 0.465, -1.808], [-2.743, 0.203, -0.160], [-1.384, 2.851, -0.137], [0.741, -1.921, 0.336], [-0.098, -0.370, 0.353], [0.734, -0.824, 1.697]],
  "charge": -1,
  "homo_energy_ev": -4.7691,
  "e_above_lowest_kj_mol": 26.3,
  "e_lumo_ha": 0.131
}



3.
{
  "formula": "C4H9O",
  "method": "wB97M-V/def2-TZVPD",
  "elements": ["C", "O", "H", "H", "H", "C", "C", "C", "H", "H", "H", "H", "H", "H"],
  "xyz": [[0.844, -1.261, 1.748], [-0.436, -0.982, 1.462], [1.161, -1.350, 2.788], [1.282, -2.151, 1.264], [1.430, -0.447, 1.286], [-0.953, -0.145, -1.557], [0.065, 0.763, -0.923], [-0.249, 1.811, -0.167], [-0.909, -1.157, -1.130], [-1.952, 0.256, -1.436], [-0.697, -0.330, -2.600], [1.088, 0.633, -1.268], [0.490, 2.545, 0.120], [-1.166, 1.815, 0.413]],
  "spin_multiplicity": 2,
  "homo_energy_ev": [-9.3938, -9.3866],
  "e_above_lowest_kj_mol": 110.1,
  "e_lumo_ha": [0.040, -0.048],
  "s_squared": 0.754
}



4.
{
  "formula": "C42H55ClF3O20P",
  "method": "wB97M-V/def2-TZVPD",
  "elements": ["C", "C", "O", "O", "C", "C", "C", "C", "P", "C", "O", "C", "O", "C", "C", "F", "F", "F", "C", "C", "C", "O", "Cl", "C", "O", "H", "H", "H", "H", "H", "H", "H", "H", "H", "H", "H", "H", "H", "O", "C", "C", "C", "C", "O", "H", "H", "H", "H", "H", "H", "O", "C", "C", "C", "C", "O", "H", "H", "H", "H", "H", "H", "O", "C", "C", "C", "C", "O", "H", "H", "H", "H", "H", "H", "O", "C", "C", "C", "C", "O", "H", "H", "H", "H", "H", "H", "O", "C", "C", "C", "C", "O", "H", "H", "H", "H", "H", "H", "O", "C", "C", "C", "C", "O", "H", "H", "H", "H", "H", "H", "O", "C", "C", "C", "C", "O", "H", "H", "H", "H", "H", "H"],
  "xyz": [[0.483, -2.829, -1.355], [2.051, -3.095, -1.277], [2.744, -2.660, -2.241], [2.728, -3.811, -0.258], [2.337, -3.379, 1.065], [3.012, -1.987, 1.528], [2.255, -1.527, 2.871], [0.860, -1.171, 2.897], [-0.016, -0.550, 1.341], [1.123, 0.667, 0.408], [-1.319, 0.449, 1.928], [0.130, -1.383, 4.321], [-0.929, -2.036, 4.376], [0.880, -0.757, 5.601], [0.109, -0.417, 6.960], [-1.270, -0.719, 6.913], [0.197, 0.948, 7.334], [0.639, -1.272, 7.986], [2.287, -0.554, 5.436], [3.030, 0.463, 6.409], [4.573, 0.690, 6.097], [5.105, 0.750, 4.984], [5.658, 0.937, 7.577], [3.001, -1.428, 4.288], [4.111, -1.988, 4.431], [-0.079, -2.949, -0.376], [0.064, -3.605, -2.095], [0.331, -1.756, -1.746], [1.196, -3.359, 1.225], [2.718, -4.181, 1.802], [3.034, -1.193, 0.719], [4.100, -2.193, 1.840], [0.526, 1.503, -0.101], [1.978, 1.073, 1.081], [1.653, 0.090, -0.437], [-0.837, 1.230, 2.304], [2.876, 0.199, 7.517], [2.519, 1.493, 6.268], [-0.465, 3.499, -3.560], [0.093, 2.463, -3.815], [1.159, 2.273, -4.861], [1.195, 0.766, -5.006], [0.776, 0.294, -3.635], [-0.131, 1.296, -3.153], [2.105, 2.668, -4.483], [0.884, 2.761, -5.795], [2.167, 0.379, -5.316], [0.455, 0.452, -5.749], [1.620, 0.225, -2.943], [0.270, -0.672, -3.673], [3.400, 2.517, 1.617], [4.373, 3.088, 2.042], [4.401, 4.002, 3.234], [5.727, 4.712, 3.058], [6.554, 3.681, 2.327], [5.621, 2.954, 1.519], [4.380, 3.400, 4.146], [3.561, 4.702, 3.213], [6.178, 5.039, 3.997], [5.590, 5.594, 2.425], [7.045, 2.980, 3.009], [7.312, 4.141, 1.689], [-0.566, -5.610, -0.689], [-1.019, -6.042, -1.719], [-2.387, -6.643, -1.896], [-2.256, -7.344, -3.228], [-1.226, -6.503, -3.943], [-0.361, -6.010, -2.910], [-3.128, -5.841, -1.930], [-2.614, -7.346, -1.095], [-3.197, -7.426, -3.773], [-1.867, -8.355, -3.073], [-1.672, -5.649, -4.461], [-0.647, -7.087, -4.661], [1.802, 5.192, 2.963], [1.946, 6.274, 2.449], [1.054, 7.468, 2.647], [1.465, 8.365, 1.498], [2.911, 7.980, 1.285], [2.985, 6.591, 1.630], [1.274, 7.921, 3.616], [0.005, 7.189, 2.581], [1.328, 9.428, 1.702], [0.879, 8.114, 0.609], [3.591, 8.537, 1.936], [3.222, 8.118, 0.248], [-3.082, -3.236, -5.973], [-2.966, -2.145, -6.467], [-3.881, -0.973, -6.235], [-3.503, -0.045, -7.371], [-2.053, -0.397, -7.610], [-1.945, -1.789, -7.294], [-3.657, -0.534, -5.260], [-4.926, -1.274, -6.292], [-3.659, 1.012, -7.146], [-4.095, -0.291, -8.259], [-1.377, 0.163, -6.957], [-1.759, -0.231, -8.648], [-1.911, 8.332, 2.516], [-2.359, 7.888, 1.489], [-3.734, 7.304, 1.310], [-3.600, 6.573, -0.010], [-2.549, 7.387, -0.727], [-1.689, 7.886, 0.306], [-4.462, 8.117, 1.254], [-3.980, 6.623, 2.124], [-4.536, 6.495, -0.565], [-3.228, 5.560, 0.168], [-2.977, 8.238, -1.266], [-1.970, 6.782, -1.426], [-5.491, -7.896, -2.154], [-5.398, -8.618, -1.191], [-6.341, -8.635, -0.018], [-5.546, -9.405, 1.016], [-4.690, -10.311, 0.162], [-4.437, -9.569, -1.038], [-7.255, -9.160, -0.304], [-6.566, -7.624, 0.319], [-6.167, -9.947, 1.731], [-4.909, -8.714, 1.578], [-5.204, -11.239, -0.104], [-3.744, -10.557, 0.647]],
  "smiles": "CC(=O)OCCC1=C(P(C)O)C(=O)C(C(F)(F)F)=C(CC(=O)Cl)C1=O.O=C1CCCO1.O=C1CCCO1.O=C1CCCO1.O=C1CCCO1.O=C1CCCO1.O=C1CCCO1.O=C1CCCO1",
  "homo_energy_ev": -8.1776,
  "e_lumo_ha": -0.052
}



5.
{
  "formula": "C36H40FeNO7P2Se",
  "method": "wB97M-V/def2-TZVPD",
  "elements": ["Fe", "C", "P", "C", "C", "C", "C", "C", "C", "C", "C", "C", "C", "C", "C", "C", "C", "C", "C", "C", "P", "C", "C", "C", "C", "C", "C", "C", "C", "C", "C", "C", "C", "N", "H", "H", "H", "H", "H", "H", "H", "H", "H", "H", "H", "H", "H", "H", "H", "H", "H", "H", "H", "H", "H", "H", "H", "H", "H", "H", "C", "O", "C", "C", "O", "C", "C", "O", "C", "H", "H", "H", "H", "H", "H", "H", "H", "H", "H", "H", "H", "H", "H", "O", "Se", "O", "O", "O"],
  "xyz": [[0.205, -0.001, -0.068], [-0.109, -3.033, 1.320], [-1.305, -1.648, 1.215], [-1.637, -1.051, 2.900], [-1.734, 0.319, 3.123], [-2.042, 0.807, 4.383], [-2.243, -0.079, 5.428], [-2.137, -1.446, 5.215], [-1.844, -1.935, 3.953], [-2.866, -2.562, 0.879], [-4.065, -2.220, 1.506], [-5.230, -2.916, 1.219], [-5.215, -3.951, 0.294], [-4.031, -4.284, -0.348], [-2.865, -3.590, -0.065], [0.606, -3.110, 0.021], [1.102, -4.197, -0.673], [1.640, -3.708, -1.884], [1.448, -2.343, -1.879], [1.805, -1.290, -2.869], [0.367, -0.145, -2.836], [-0.465, -0.650, -4.389], [-0.246, -0.021, -5.612], [-0.884, -0.482, -6.755], [-1.734, -1.578, -6.690], [-1.942, -2.220, -5.479], [-1.315, -1.756, -4.332], [1.004, 1.511, -3.294], [2.339, 1.898, -3.305], [2.683, 3.222, -3.552], [1.702, 4.170, -3.795], [0.364, 3.796, -3.792], [0.021, 2.477, -3.538], [0.814, -1.976, -0.719], [-0.586, -3.973, 1.591], [0.557, -2.749, 2.146], [-1.518, 1.004, 2.314], [-2.096, 1.874, 4.553], [-2.463, 0.299, 6.418], [-2.279, -2.134, 6.037], [-1.768, -3.002, 3.788], [-4.078, -1.422, 2.237], [-6.149, -2.659, 1.730], [-6.126, -4.492, 0.072], [-4.015, -5.099, -1.062], [-1.940, -3.856, -0.568], [1.076, -5.221, -0.333], [2.093, -4.279, -2.680], [2.006, -1.686, -3.862], [2.675, -0.720, -2.528], [0.427, 0.823, -5.678], [-0.711, 0.017, -7.699], [-2.228, -1.929, -7.586], [-2.595, -3.081, -5.428], [-1.469, -2.265, -3.388], [3.121, 1.175, -3.116], [3.727, 3.508, -3.565], [1.981, 5.198, -3.990], [-0.406, 4.529, -3.996], [-1.023, 2.180, -3.526], [3.483, 0.168, -0.178], [2.317, 0.992, -0.355], [2.384, 2.137, 0.487], [1.221, 3.052, 0.215], [-0.019, 2.391, 0.539], [-1.128, 3.211, 0.168], [-2.396, 2.412, 0.274], [-2.198, 1.229, -0.468], [-3.388, 0.456, -0.591], [4.341, 0.667, -0.642], [3.290, -0.783, -0.671], [3.675, -0.015, 0.879], [3.318, 2.670, 0.282], [2.375, 1.829, 1.535], [1.197, 3.361, -0.835], [1.320, 3.934, 0.853], [-0.983, 3.561, -0.856], [-1.198, 4.074, 0.836], [-3.230, 2.993, -0.131], [-2.615, 2.159, 1.317], [-4.130, 1.002, -1.180], [-3.806, 0.216, 0.388], [-3.121, -0.466, -1.101], [1.368, -1.871, 3.713], [1.611, -0.328, 3.292], [0.819, 0.738, 4.192], [0.944, -0.174, 1.693], [3.168, 0.046, 3.108]],
  "spin_multiplicity": 6,
  "homo_energy_ev": [-7.3169, -7.3034],
  "e_lumo_ha": [0.009, -0.059],
  "s_squared": 8.765
}



6.
{
  "formula": "C4H6N2O",
  "method": "wB97M-V/def2-TZVPD",
  "elements": ["N", "C", "C", "C", "N", "C", "O", "H", "H", "H", "H", "H", "H"],
  "xyz": [[-1.698, 0.715, 0.385], [-0.400, 0.443, 0.130], [0.674, 1.223, -0.136], [1.778, 0.289, -0.322], [1.493, -0.964, -0.192], [0.118, -0.981, 0.273], [-0.717, -1.994, -0.212], [-2.045, 1.657, 0.327], [-2.359, -0.045, 0.349], [0.719, 2.300, -0.236], [2.792, 0.604, -0.563], [0.191, -1.153, 1.353], [-0.545, -2.095, -1.157]],
  "smiles": "NC1=CC=N[C@@H]1O",
  "homo_energy_ev": -8.2505,
  "e_above_lowest_kj_mol": 127.0,
  "e_lumo_ha": 0.027
}